The following is a DFT calculation (wB97M-V/def2-TZVPD) of C33H32F6N2O7PSScTe as an isolated structure.

Computed properties:
Total charge = -2
HOMO energy = -3.446 eV
Energy above the lowest of the compared OMol25 structures with the same formula, charge and spin = 0.00 kcal per mole
Electronic energy = -116490.1391 eV
Frontier orbital gap = 7.1819 eV

Geometry as XYZ:
```
84
Properties=species:S:1:pos:R:3:forces:R:3:mulliken_charge:R:1
Sc 0.73208 0.85864 -2.39227 0.07 -0.14 -0.03 1.41
C -4.35501 0.03506 2.58658 0.00 0.00 0.00 -0.58
C -3.96101 -1.06992 3.32658 0.00 0.01 0.00 -0.83
C -2.61593 -1.28833 3.58577 0.01 -0.01 -0.01 -0.78
C -1.64348 -0.41185 3.10329 0.01 0.02 -0.01 0.40
C -2.04670 0.67898 2.33000 0.00 -0.01 0.02 -0.30
C -3.39429 0.90526 2.09066 -0.01 0.00 -0.02 -0.52
P 0.13571 -0.83157 3.18206 -0.02 -0.03 0.00 1.42
C 0.31462 -1.58873 4.85339 -0.01 0.02 0.01 0.61
C 1.33490 -2.52640 5.00877 0.02 0.01 0.01 -0.54
C 1.56488 -3.12882 6.23899 0.00 0.00 0.00 -0.66
C 0.77099 -2.81253 7.33036 -0.01 0.00 0.00 -0.50
C -0.25625 -1.88897 7.18580 0.00 -0.01 0.00 -0.88
C -0.48029 -1.28340 5.95890 -0.02 -0.01 -0.01 -0.16
C 0.85662 0.85072 3.46460 0.00 -0.01 0.00 0.23
C 0.28523 1.66236 4.41289 0.00 0.00 0.00 0.41
C 0.62186 3.02077 4.53792 0.00 0.00 0.00 -1.13
C 1.49610 3.57413 3.64930 0.00 0.00 0.00 -0.87
C 2.11089 2.78547 2.65176 0.01 0.00 0.00 0.62
C 2.95012 3.39881 1.68571 0.00 0.00 0.00 -0.91
C 3.51498 2.66865 0.68872 0.00 0.00 0.00 -0.95
C 3.33496 1.27124 0.66426 -0.01 0.00 -0.01 -0.56
C 2.56905 0.64351 1.60493 -0.01 0.00 -0.01 1.74
C 1.85417 1.38893 2.59220 0.00 0.01 0.01 0.22
H -5.40241 0.19260 2.36352 0.00 0.00 0.00 0.30
H -4.69946 -1.78032 3.67495 0.00 0.00 0.00 0.36
H -2.32087 -2.17073 4.14149 0.00 0.00 0.00 0.49
H -1.30684 1.33367 1.88114 0.00 0.01 0.01 0.28
H -3.69261 1.75225 1.48505 0.01 0.00 0.00 0.35
H 1.96264 -2.76572 4.16013 0.00 0.00 0.00 0.26
H 2.36605 -3.85078 6.33977 0.00 0.00 0.00 0.42
H 0.94535 -3.28701 8.28858 0.00 0.00 0.00 0.36
H -0.88850 -1.64193 8.03024 0.00 0.00 0.00 0.38
H -1.29933 -0.58264 5.85811 0.00 0.00 0.00 0.30
H -0.49036 1.26398 5.05404 0.01 0.00 0.00 0.17
H 0.14591 3.62633 5.29935 0.00 0.00 0.00 0.40
H 1.72211 4.63423 3.67920 0.00 0.00 0.00 0.36
H 3.09583 4.47182 1.74208 0.00 0.00 0.00 0.35
H 4.10252 3.13956 -0.08764 0.00 0.00 0.00 0.43
H 3.78722 0.69122 -0.12633 0.00 0.00 -0.01 0.30
F -0.97776 1.55314 -5.76363 0.01 -0.01 0.01 -0.68
Te 1.02583 1.24663 -5.69051 -0.10 0.01 -0.05 1.43
F 2.88159 0.64976 -6.04453 -0.01 0.01 0.01 -0.57
F 2.61311 0.80235 -2.02316 -0.05 0.00 -0.01 -0.83
F 0.70954 2.54230 -3.46688 0.02 0.07 0.10 -0.82
F 0.62466 0.14120 -7.19011 0.03 -0.02 0.02 -0.49
O 0.80150 0.01837 -4.38236 0.05 0.01 0.00 -0.64
N -1.66923 1.05764 -3.01448 -0.04 -0.02 -0.01 -0.13
C -2.57319 0.04164 -2.63857 0.00 0.01 0.01 0.37
C -2.73250 -1.08602 -3.44548 0.01 0.00 0.00 -0.49
C -3.53877 -2.12921 -3.02562 -0.01 0.00 0.01 -1.11
C -4.19615 -2.07495 -1.79935 0.00 0.00 0.00 0.10
C -4.05180 -0.94888 -1.00777 -0.01 0.01 -0.02 -0.46
C -3.24543 0.10461 -1.42337 0.01 0.00 0.01 -0.10
S -5.13660 -3.48793 -1.22849 0.00 -0.01 -0.02 1.34
O -6.16933 -3.70790 -2.22929 0.00 0.01 0.01 -0.76
O -5.63503 -3.09983 0.08665 0.01 0.01 0.01 -0.70
O -4.14259 -4.56544 -1.17502 -0.01 0.00 0.00 -0.70
H -1.57318 1.17425 -4.02363 0.00 0.01 0.00 0.25
H -1.87850 1.94846 -2.58281 0.03 -0.01 0.02 0.27
H -2.18985 -1.14045 -4.38225 0.00 0.00 0.00 0.42
H -3.65271 -3.01186 -3.64338 0.00 0.00 0.00 0.39
H -4.55868 -0.92023 -0.05231 0.00 0.01 0.00 0.58
H -3.09745 0.97012 -0.78664 0.00 -0.01 0.01 0.09
C -0.86934 -3.76567 -1.55004 0.00 0.00 -0.01 -1.11
N -1.05863 -2.66583 -0.62066 0.02 0.01 0.01 1.03
C -1.85032 -2.92171 0.57038 0.00 -0.01 0.00 -0.67
C -0.53754 -1.46951 -0.84749 0.00 0.00 0.01 -0.25
O 0.18454 -1.20304 -1.82376 -0.02 -0.02 -0.02 -0.84
H -0.15748 -4.49047 -1.14014 0.00 0.00 0.00 0.30
H -0.48224 -3.37151 -2.48602 0.01 0.00 0.00 0.32
H -1.83122 -4.25485 -1.70764 0.00 0.00 0.00 0.26
H -1.25605 -3.45813 1.31938 0.00 0.00 0.00 0.35
H -2.72396 -3.51576 0.30268 0.00 0.00 0.01 0.33
H -2.18134 -1.97628 0.99275 0.00 0.01 0.01 -0.20
H -0.78092 -0.70020 -0.10815 0.01 0.00 0.01 0.98
C 2.28552 -2.77393 0.31817 0.04 0.00 -0.03 -0.86
O 2.29973 -1.35031 0.41687 -0.12 0.01 0.09 0.01
C 2.63549 -0.84846 1.59907 0.05 -0.01 0.01 -0.29
O 3.04097 -1.51348 2.52906 0.01 0.00 -0.01 -0.69
H 2.02743 -2.98410 -0.71556 -0.01 0.00 0.00 0.24
H 1.53161 -3.18070 0.99479 0.00 0.00 0.01 0.20
H 3.26097 -3.18715 0.57295 0.00 0.00 -0.01 0.41
F 0.01086 1.36158 -0.63311 0.00 0.07 -0.07 -0.70
```
Forces are in eV/Å.